DFT (ωB97M-V/def2-TZVPD) results for a molecular structure, C71H67N4PS3Sb2W.

Last column: Mulliken charge in e.
Geometry (Å):
1 C 0.6444 -4.8304 1.4540  -0.239
2 H 5.3593 -1.5410 -1.2004  0.591
3 C 0.6258 3.0781 -0.9883  2.022
4 C -0.3686 -4.1612 -1.4076  -0.697
5 H -3.9413 0.1062 2.8892  0.247
6 H -3.1104 -3.4644 2.1856  0.861
7 Sb -0.0290 2.8188 1.0368  -0.009
8 H -1.7635 2.5112 5.3675  0.572
9 H -8.6140 1.7782 -1.5976  0.459
10 H -5.0848 3.5783 1.8667  0.623
11 C 1.5110 0.2175 -5.2377  -1.048
12 C -0.2355 -6.2195 -2.6119  -0.942
13 C 0.7866 3.4633 -3.7583  -1.022
14 H -4.2268 -1.5121 -3.1181  0.536
15 H 0.4156 -5.5708 0.7066  0.575
16 C 0.2407 2.2860 -3.2593  -1.312
17 H 4.1924 4.9219 0.8368  0.617
18 N 1.9051 -2.8617 -1.1028  -0.335
19 H 1.0025 0.8268 3.1692  -0.161
20 C 1.3560 1.7979 3.5240  -0.043
21 C -5.2417 1.9523 -1.7105  -0.613
22 H 5.5634 0.5206 4.0768  0.546
23 H -3.9587 -1.6068 3.3779  0.869
24 H 1.3776 -2.2107 4.2044  0.626
25 H 1.0359 -1.4579 1.8758  -0.829
26 H 1.8434 1.0930 -5.7751  0.553
27 C -2.3539 -5.1006 -2.3473  -0.990
28 C 2.4591 3.1185 5.2029  -0.921
29 C -3.2581 2.5169 2.3198  1.499
30 W -0.7238 0.1981 0.3290  2.153
31 C -5.0311 -1.9193 0.6282  -0.912
32 H 4.9711 -4.7909 -4.9164  0.482
33 H 2.1234 1.0095 5.3656  0.600
34 H -1.6789 -3.6045 1.1656  0.340
35 C 0.9671 -2.5227 2.1304  1.526
36 C 4.7845 -2.2961 2.3758  -1.113
37 S 2.6015 -1.7620 -1.9595  1.522
38 S 0.4199 -2.8656 -0.4994  2.343
39 H -8.1220 1.2601 0.7610  0.522
40 H 4.9776 -3.3581 2.3794  0.589
41 C 3.9134 -3.4459 -3.6365  -0.759
42 H 0.7995 -6.2778 3.0178  0.483
43 H -3.6624 4.0839 -1.0203  1.109
44 H 2.8810 2.9153 1.3254  -0.425
45 C 3.9870 -1.7499 1.3834  -0.352
46 H 3.5707 -2.3943 0.6266  0.767
47 C 1.1659 -2.9393 3.4370  -1.425
48 H 1.5090 5.0749 2.6151  0.604
49 H 5.8488 3.0046 -2.6048  0.555
50 C 5.1115 -0.1170 3.3313  -0.913
51 C 5.3469 -1.4826 3.3478  -1.032
52 H -5.8020 1.1904 1.5565  0.406
53 C -3.5807 3.5467 4.8942  -0.905
54 C 3.5060 2.9360 0.4503  0.580
55 C 4.4547 1.8441 -1.4788  -0.641
56 H 5.6763 4.9829 -1.1384  0.490
57 C 0.5101 -0.5882 -5.7672  -0.782
58 H 2.9480 3.1919 6.1629  0.503
59 C 3.5979 1.8305 -0.3820  0.592
60 H -0.9284 5.0876 2.1453  0.764
61 H 0.0662 -0.3356 -6.7192  0.489
62 C -3.7505 -1.5281 0.2404  1.033
63 C 4.3187 0.4473 2.3432  -0.181
64 C -7.5905 1.7345 -1.2587  -0.780
65 H -3.0795 4.9107 1.2692  0.178
66 H -3.4180 -5.0568 -2.5300  0.560
67 C 5.2776 -2.2595 -1.9990  -0.361
68 C 4.2548 4.0688 0.1780  -1.162
69 H -6.9910 -2.4838 -0.0062  0.479
70 C -7.3147 1.4440 0.0673  -0.875
71 H -2.4628 -1.1213 -1.4759  -0.234
72 N 3.0984 -0.5011 -1.2363  -0.415
73 H 5.9821 -1.9109 4.1083  0.498
74 C 0.1917 2.1048 -1.8855  0.242
75 H -2.3048 -3.2541 -1.2621  -0.100
76 S 2.7400 0.3216 0.0738  1.195
77 C 0.0866 -1.7240 -5.0910  -1.197
78 H -3.7059 3.9495 5.8879  0.458
79 H -1.4844 1.5592 3.1303  0.599
80 H 2.8768 0.5139 -3.6107  0.282
81 C 3.7597 -0.3771 1.3714  0.892
82 H -0.2126 1.1212 -1.5366  -0.362
83 C -4.3522 3.3280 2.6249  -1.098
84 H 0.8382 3.6264 -4.8245  0.501
85 N 1.2947 0.4405 0.4435  0.440
86 H 0.3404 -7.0480 -2.9965  0.504
87 C 1.1610 4.2519 -1.5104  -0.750
88 H -0.6828 -2.3522 -5.5146  0.625
89 C -6.0003 1.4011 0.5140  -0.558
90 H 2.9551 -3.6381 -4.0935  0.476
91 H 1.5127 5.0430 -0.8552  0.477
92 P -2.4750 -1.3081 1.5280  1.362
93 C 0.7079 -3.4750 1.1510  -0.111
94 C -2.4895 2.7413 4.6015  -1.202
95 C 2.2924 4.2572 4.4263  -1.105
96 C 0.8512 -5.2290 2.7680  -1.085
97 N -0.3584 -1.5823 -0.5541  -0.022
98 C -0.9436 4.7588 1.1089  -1.395
99 H -2.6016 -0.5710 3.8208  0.432
100 H -4.4441 2.1771 -2.4129  0.476
101 H -5.3658 4.4578 4.1334  0.486
102 C -4.9688 1.6710 -0.3750  1.065
103 H 0.3804 -2.9851 -3.3833  0.401
104 Sb -2.9762 1.9126 0.2956  -0.637
105 C 5.0479 -4.0914 -4.0974  -0.748
106 H -0.2070 5.3481 0.5553  0.910
107 H -1.5058 -3.1094 2.8689  0.394
108 C 6.2836 -3.8282 -3.5191  -0.739
109 C 1.9901 1.8917 4.7553  -0.891
110 C -4.4542 -1.6277 -2.0678  -0.651
111 C 0.6750 -2.0760 -3.8843  0.313
112 H 2.6545 5.2112 4.7791  0.479
113 C -2.1272 -3.0382 1.9770  -1.360
114 C 4.0511 -2.5402 -2.5882  0.326
115 H -6.4893 -2.2118 -2.4077  0.571
116 H -6.7737 2.2195 -3.1801  0.478
117 C 6.3996 -2.9198 -2.4782  -1.005
118 H -0.1333 1.5217 -3.9291  0.944
119 H -2.0924 -6.9494 -3.3914  0.495
120 H 4.1722 1.5127 2.3350  0.477
121 C -6.0078 -2.1725 -0.3231  -0.903
122 C 0.3992 -5.2151 -1.9017  -0.376
123 C 2.0979 -0.1058 -4.0259  -0.626
124 C -6.5561 1.9835 -2.1489  -0.808
125 C -2.3297 4.9127 0.4814  -0.809
126 C 5.1869 2.9902 -1.7510  -1.010
127 C 5.0911 4.1009 -0.9273  -0.970
128 C -2.3347 2.2257 3.3226  -0.051
129 H 4.5663 0.9782 -2.1102  0.445
130 H 7.1647 -4.3297 -3.8918  0.450
131 H -5.2863 -2.0439 1.6691  0.418
132 C 1.6686 -1.2540 -3.3671  1.157
133 C -1.7358 -4.0862 -1.6272  0.416
134 H 1.6860 5.3448 -3.2758  0.517
135 H 1.2560 -4.6096 4.7751  0.522
136 H -2.3910 5.9002 0.0174  0.697
137 C -1.6073 -6.1630 -2.8320  -0.896
138 C -4.5135 3.8337 3.9078  -0.686
139 C -2.6867 3.8752 -0.5761  -0.956
140 H -1.9490 3.8190 -1.3805  0.326
141 H 1.4694 -5.2439 -1.7454  0.540
142 C 1.1057 -4.2888 3.7563  -0.899
143 C 1.6451 4.1757 3.2014  -0.731
144 C -5.7247 -2.0225 -1.6707  -0.896
145 H 7.3660 -2.7157 -2.0434  0.527
146 C -3.3327 -0.7815 3.0404  -1.534
147 C 1.1877 2.9406 2.7471  1.161
148 C 1.2583 4.4329 -2.8858  -1.280
149 C -3.4729 -1.3857 -1.1208  0.032

Summary:
Net charge = +4
HOMO-LUMO gap (spin up / spin down) = 6.31 / 6.85 eV
E_LUMO (spin up / spin down) = -10.951 / -10.407 eV
2S+1 = 3
HOMO (spin up / spin down) = -17.258 / -17.255 eV
Relative energy (zero: lowest compared OMol25 entry of this formula, charge and spin) = 114.9 kJ/mol